DFT (the ωB97M-V functional and the def2-TZVPD basis) results for a structure of composition C67H133BN8O20V at a distorted geometry.

## Properties
spin multiplicity: 2
⟨S²⟩: 0.755
max |F|: 6.8 eV/A
Kohn-Sham gap (alpha / beta): 5.01 / 2.95 eV
charge: 0

Last column: Mulliken charge in e.
Geometry (Å):
O1 19.729 -0.510 2.052  -0.561
V1 20.636 -0.047 0.919  1.512
O2 20.032 -0.123 -0.507  -0.400
N1 23.625 1.627 -0.598  0.671
O3 22.462 1.471 -0.325  -0.433
O4 24.140 2.791 -0.398  -0.498
O5 24.312 0.698 -0.963  -0.667
O6 23.983 6.556 2.477  -0.712
C1 22.855 6.263 2.054  0.583
O7 22.585 5.404 1.107  -0.051
B1 21.110 5.263 0.997  0.812
O8 20.626 6.459 1.756  -0.840
C2 21.516 7.021 2.411  0.715
O9 21.427 7.867 3.330  -0.683
O10 20.609 5.204 -0.392  -0.329
C3 19.900 4.124 -0.614  0.184
O11 19.307 3.689 -1.628  -0.674
C4 20.083 3.330 0.670  0.834
O12 20.616 4.009 1.559  0.140
O13 19.802 2.132 0.753  -0.708
C5 27.809 9.030 -0.121  -1.450
C6 26.671 8.319 0.618  1.848
C7 25.425 9.211 0.822  -1.401
C8 24.753 9.428 -0.586  0.008
C9 24.451 8.002 -1.140  0.330
C10 25.589 7.052 -1.375  2.395
N2 26.336 7.013 -0.056  0.692
O14 27.377 6.198 -0.076  -0.558
C11 24.914 5.660 -1.735  -1.002
C12 26.433 7.538 -2.533  -1.982
C13 27.125 7.938 2.051  -2.020
H1 27.369 9.718 -0.843  0.426
H2 28.519 8.331 -0.563  0.102
H3 28.333 9.619 0.631  0.527
H4 24.571 8.896 1.422  -0.075
H5 25.835 10.176 1.119  0.632
H6 25.359 9.910 -1.354  0.553
H7 23.777 9.886 -0.423  -0.656
H8 23.816 7.970 -2.025  -0.265
H9 23.770 7.525 -0.435  -0.616
H10 24.384 5.174 -0.915  0.085
H11 24.049 5.712 -2.396  -0.486
H12 25.738 4.998 -2.000  0.565
H13 25.756 7.497 -3.386  0.338
H14 26.616 8.608 -2.432  0.308
H15 27.410 7.063 -2.443  0.431
H16 27.388 8.803 2.659  0.502
H17 27.949 7.227 1.992  0.632
H18 26.524 7.294 2.694  -0.075
H19 28.045 6.737 -0.505  0.334
C14 13.760 -0.126 -4.968  -1.734
C15 13.896 1.003 -3.899  1.282
C16 14.909 0.370 -2.796  -1.306
C17 15.672 1.305 -1.838  -1.186
C18 16.286 2.462 -2.727  -1.126
C19 15.331 3.130 -3.771  1.591
N3 14.550 2.156 -4.554  0.383
O15 13.770 2.631 -5.613  -0.461
C20 14.456 4.243 -3.107  -1.418
C21 16.388 3.790 -4.737  -2.067
C22 12.457 1.351 -3.361  -1.599
H20 13.449 0.177 -5.968  0.352
H21 13.018 -0.877 -4.698  0.391
H22 14.673 -0.709 -5.097  0.393
H23 14.383 -0.308 -2.124  0.473
H24 15.555 -0.376 -3.257  0.428
H25 16.377 1.046 -1.049  0.556
H26 14.917 1.940 -1.375  0.364
H27 17.104 1.907 -3.187  0.420
H28 16.728 3.072 -1.939  0.360
H29 13.687 3.659 -2.601  0.258
H30 15.106 4.609 -2.312  0.368
H31 14.062 5.050 -3.725  0.305
H32 15.725 4.254 -5.468  0.635
H33 17.046 4.472 -4.199  0.240
H34 16.940 3.111 -5.388  0.420
H35 11.910 0.510 -2.934  0.417
H36 11.742 2.036 -3.816  0.443
H37 12.502 2.035 -2.513  0.411
H38 14.468 2.591 -6.272  0.383
C23 19.109 12.355 8.241  -1.748
C24 19.413 10.895 8.008  1.741
C25 20.295 10.959 6.769  -0.984
C26 20.869 9.570 6.368  0.111
C27 21.642 8.902 7.424  -1.169
C28 20.880 8.885 8.800  1.653
N4 20.091 10.179 9.068  0.142
O16 19.540 10.222 10.325  -0.458
C29 19.861 7.678 8.819  -1.552
C30 21.913 8.639 9.949  -2.158
C31 18.076 10.246 7.611  -1.800
H39 18.452 12.406 9.109  0.436
H40 18.640 12.726 7.329  0.313
H41 19.974 12.999 8.401  0.443
H42 19.615 11.267 5.975  -0.123
H43 21.103 11.663 6.967  0.681
H44 21.509 9.545 5.487  0.061
H45 20.051 8.916 6.067  0.129
H46 22.654 9.264 7.606  0.412
H47 21.807 7.873 7.106  -0.080
H48 20.293 6.747 8.452  0.132
H49 19.420 7.477 9.796  0.519
H50 19.137 7.999 8.070  0.333
H51 21.299 8.807 10.833  0.480
H52 22.478 7.710 10.022  0.278
H53 22.616 9.464 10.066  0.496
H54 17.975 9.534 6.792  0.388
H55 17.271 10.925 7.328  0.364
H56 17.758 9.507 8.345  0.390
H57 18.945 9.469 10.337  0.397
C32 22.449 8.203 -7.424  -1.635
C33 22.714 8.502 -5.909  0.934
C34 22.031 9.897 -5.547  -1.079
C35 20.523 9.798 -5.301  -0.848
C36 20.421 8.856 -4.148  -1.652
C37 20.826 7.379 -4.463  2.390
N5 22.206 7.397 -5.059  1.009
O17 22.876 6.170 -5.168  -0.468
C38 20.862 6.676 -3.137  -2.182
C39 19.754 6.678 -5.360  -2.020
C40 24.257 8.668 -5.796  -1.632
H58 23.033 7.364 -7.802  0.403
H59 22.758 9.101 -7.959  0.474
H60 21.403 8.097 -7.711  0.326
H61 22.530 10.364 -4.697  0.441
H62 22.097 10.474 -6.470  0.491
H63 19.921 9.386 -6.111  0.371
H64 19.987 10.741 -5.198  0.456
H65 19.423 8.922 -3.714  0.722
H66 21.071 9.323 -3.408  0.373
H67 20.956 5.601 -3.290  0.717
H68 21.646 7.110 -2.517  -0.068
H69 19.903 6.821 -2.639  0.491
H70 20.229 5.702 -5.462  0.495
H71 18.736 6.559 -4.990  0.396
H72 19.720 7.127 -6.353  0.430
H73 24.487 9.672 -6.154  0.466
H74 24.869 7.939 -6.325  0.399
H75 24.546 8.750 -4.748  0.312
H76 23.222 6.123 -4.274  0.363
C41 24.783 6.209 6.270  -2.567
C42 26.172 5.514 6.439  2.289
C43 26.649 5.797 7.876  -1.447
C44 27.831 4.930 8.343  -0.869
C45 27.338 3.475 8.349  -1.149
C46 26.757 3.040 6.964  1.451
N6 25.886 4.063 6.318  0.639
O18 25.217 3.581 5.185  -0.237
C47 27.941 2.654 5.980  -1.748
C48 25.983 1.724 7.221  -2.160
C49 27.190 6.080 5.488  -1.777
H77 24.370 6.315 5.267  0.459
H78 24.778 7.199 6.725  0.465
H79 23.882 5.665 6.553  0.448
H80 27.168 6.755 7.826  0.523
H81 25.875 5.999 8.616  0.410
H82 28.223 5.401 9.244  0.436
H83 28.612 5.007 7.587  0.313
H84 26.702 3.220 9.196  0.428
H85 28.311 2.988 8.414  0.473
H86 27.502 2.569 4.986  0.311
H87 28.708 3.424 5.896  0.328
H88 28.384 1.671 6.139  0.507
H89 24.990 1.950 7.612  0.442
H90 25.697 1.243 6.286  0.391
H91 26.539 1.106 7.926  0.469
H92 27.564 7.083 5.695  0.489
H93 26.747 6.231 4.503  0.067
H94 28.154 5.571 5.483  0.446
H95 24.438 3.380 5.708  0.184
C50 18.418 14.055 2.565  -2.090
C51 19.395 12.855 2.554  1.810
C52 18.467 11.654 2.105  -1.624
C53 19.244 10.348 1.751  -0.153
C54 20.346 10.635 0.689  -1.230
C55 21.281 11.866 1.073  1.803
N7 20.535 13.004 1.673  0.246
O19 21.387 14.037 2.011  -0.488
C56 22.262 11.320 2.142  -0.530
C57 21.794 12.382 -0.283  -1.691
C58 19.820 12.673 4.029  -1.265
H96 18.234 14.349 1.532  0.552
H97 18.949 14.980 2.790  0.377
H98 17.485 13.767 3.051  0.371
H99 17.787 11.585 2.954  0.504
H100 17.980 11.866 1.154  0.373
H101 18.451 9.767 1.279  0.559
H102 19.492 9.878 2.702  -0.251
H103 19.785 10.871 -0.215  0.502
H104 20.955 9.827 0.284  0.373
H105 22.864 10.495 1.760  -0.905
H106 22.953 12.045 2.573  0.737
H107 21.725 10.979 3.026  0.297
H108 20.978 12.719 -0.923  0.489
H109 22.481 13.227 -0.317  0.321
H110 22.251 11.523 -0.775  0.033
H111 18.937 12.821 4.652  0.541
H112 20.524 13.369 4.484  0.191
H113 20.183 11.651 4.137  -0.072
H114 21.953 13.517 2.586  0.421
C59 19.313 4.485 5.086  -1.896
C60 20.208 3.331 5.609  2.359
C61 20.739 3.807 6.985  -0.420
C62 19.831 3.680 8.215  -0.725
C63 19.231 2.296 8.258  -1.898
C64 18.632 1.721 6.910  1.771
N8 19.506 1.990 5.704  0.505
O20 19.177 1.449 4.518  -0.356
C65 18.568 0.221 7.116  -1.976
C66 17.171 2.339 6.672  -1.597
C67 21.439 3.219 4.678  -1.600
H115 18.908 4.116 4.144  0.293
H116 20.008 5.293 4.856  0.303
H117 18.582 4.813 5.825  0.394
H118 21.629 3.247 7.270  0.418
H119 20.827 4.894 6.984  -0.415
H120 19.141 4.519 8.127  0.316
H121 20.502 4.020 9.004  0.537
H122 18.492 2.354 9.057  0.475
H123 20.003 1.633 8.647  0.480
H124 18.380 -0.040 8.157  0.398
H125 17.745 -0.107 6.480  0.437
H126 19.549 -0.199 6.894  0.402
H127 16.310 1.712 6.904  0.415
H128 17.151 3.197 7.344  0.346
H129 17.006 2.712 5.661  0.263
H130 22.140 2.426 4.938  0.456
H131 22.030 4.132 4.748  0.209
H132 21.222 3.115 3.615  -0.123
H133 19.881 0.809 4.394  0.319


DFT (the ωB97M-V functional and the def2-TZVPD basis) results for a cluster of 2 separate species, C9H20OP in total at a distorted geometry.

## Properties
spin multiplicity: 3
⟨S²⟩: 2.005
max |F|: 5.4 eV/A
Kohn-Sham gap (alpha / beta): 8.83 / 5.27 eV
charge: +1

Last column: Mulliken charge in e.
Geometry (Å):
C1 1.855 1.471 -0.122  0.454
C2 3.403 -1.306 -0.759  -1.081
C3 1.859 3.921 0.268  -1.072
C4 -2.145 -2.650 0.439  -0.936
C5 -2.878 -0.153 -1.560  -1.050
C6 1.607 0.255 0.533  -0.534
C7 2.225 -1.083 0.333  -0.286
C8 1.317 2.626 0.394  -0.229
C9 -3.072 -1.629 0.909  -0.357
O1 -1.276 0.637 0.578  -0.477
P1 -2.629 0.013 0.262  0.310
H1 3.126 -0.760 -1.655  0.335
H2 3.573 -2.401 -0.968  0.343
H3 4.402 -0.868 -0.417  0.283
H4 1.206 4.737 -0.032  0.337
H5 2.317 4.091 1.325  0.284
H6 2.716 4.038 -0.490  0.341
H7 -2.340 -3.643 0.933  0.357
H8 -2.066 -2.885 -0.637  0.305
H9 -1.062 -2.481 0.832  0.055
H10 -2.556 0.709 -2.164  0.335
H11 -3.931 -0.143 -1.647  0.389
H12 -2.369 -1.075 -1.923  0.292
H13 2.401 1.594 -1.081  0.323
H14 0.821 0.367 1.253  0.447
H15 1.267 -1.609 0.245  0.213
H16 2.610 -1.464 1.225  0.402
H17 -3.801 0.811 0.539  0.084
H18 0.422 2.361 0.989  0.414
H19 -3.081 -1.531 1.963  0.391
H20 -3.924 -1.951 0.436  0.327


DFT (the ωB97M-V functional and the def2-TZVPD basis) results for a structure of composition C6H9MgO5Pm at a distorted geometry.

## Properties
spin multiplicity: 6
⟨S²⟩: 8.759
max |F|: 6.9 eV/A
Kohn-Sham gap (alpha / beta): 7.69 / 7.21 eV
charge: +1

Last column: Mulliken charge in e.
Geometry (Å):
O1 2.488 1.333 0.270  -0.533
C1 2.957 0.133 -0.123  -0.168
C2 2.416 -0.475 -1.227  -0.337
O2 1.222 -0.005 -1.707  -0.637
Pm1 0.793 1.660 -0.454  1.698
H1 3.971 -0.144 0.193  0.404
H2 3.020 -1.063 -1.924  0.369
O3 -1.152 -1.696 -0.700  -0.780
C3 -0.339 -1.784 0.412  -0.146
C4 -0.576 -0.747 1.488  -0.552
O4 -0.696 0.580 0.953  -0.254
C5 -2.027 1.033 0.631  -0.190
C6 -1.904 1.913 -0.563  -0.553
O5 -1.070 1.478 -1.521  -0.656
Mg1 -0.638 -0.433 -2.034  1.089
H3 -0.393 -2.773 0.908  0.405
H4 -1.486 -0.953 2.066  0.442
H5 -2.469 1.557 1.491  0.328
H6 -2.630 0.133 0.413  0.328
H7 -2.692 2.630 -0.816  0.429
H8 0.402 -0.730 2.136  0.234
H9 0.804 -1.646 0.107  0.079


DFT (the ωB97M-V functional and the def2-TZVPD basis) results for an isolated molecule of C21H18FN7O3 at a distorted geometry.

## Properties
energy above the lowest of the compared OMol25 structures with the same formula, charge and spin: 116.3 kJ/mol
max |F|: 7.8 eV/A
Kohn-Sham gap: 7.96 eV
SMILES string: COc1cc2ncc3c(c2cc1-c1cnn(C)n1)n(-c1c(F)cncc1OC)c(=O)n3C
charge: 0

Last column: Mulliken charge in e.
Geometry (Å):
O1 -3.663 2.287 2.290  -0.741
F1 -3.439 2.843 -0.590  -0.273
N1 1.100 0.329 -4.369  -0.765
N2 2.289 -0.902 -2.780  -0.422
N3 -3.705 -0.609 -1.987  -0.601
N4 1.772 0.571 3.359  -0.778
O2 -1.470 -1.245 1.012  -0.257
O3 4.241 -0.532 -0.525  -0.544
C1 -2.454 1.858 2.290  0.149
C2 1.182 1.031 -3.272  -0.539
C3 1.963 0.192 -2.222  0.034
C4 -3.850 0.741 -1.904  -0.559
C5 -2.948 -1.221 -1.072  -0.478
C6 0.573 1.078 3.783  -0.367
C7 -3.263 1.463 -0.843  0.219
C8 -2.268 -0.564 0.047  1.509
C9 3.086 -0.006 0.007  0.512
C10 1.996 0.415 -0.823  1.037
C11 -2.464 0.826 0.168  -0.667
C12 -0.502 1.354 2.997  0.836
C13 3.008 0.046 1.394  0.024
C14 0.864 0.927 -0.254  -0.850
C15 -0.437 1.255 1.656  0.442
C16 1.863 0.589 2.000  -0.585
C17 0.833 0.962 1.131  -0.043
N5 -1.739 1.394 1.232  0.402
N6 1.819 -0.795 -4.121  0.597
N7 -1.750 1.807 3.456  0.052
C18 -1.198 -2.675 0.784  -1.014
C19 4.166 -1.912 -0.596  -0.689
C20 1.803 -1.810 -5.215  -0.789
C21 -2.221 2.313 4.774  -0.930
H1 0.804 2.014 -3.180  0.574
H2 -4.626 1.082 -2.521  0.509
H3 -2.741 -2.265 -1.299  0.294
H4 0.252 1.111 4.829  0.231
H5 3.907 -0.232 2.062  0.307
H6 -0.058 0.952 -0.806  0.455
H7 -1.088 -3.343 1.655  0.280
H8 -0.306 -2.709 0.258  0.434
H9 -2.007 -3.174 0.260  0.330
H10 4.435 -2.098 -1.647  0.283
H11 4.939 -2.279 0.109  0.288
H12 3.111 -2.298 -0.339  0.196
H13 0.930 -1.571 -5.882  0.280
H14 1.654 -2.778 -4.801  0.327
H15 2.735 -1.881 -5.744  0.288
H16 -3.316 2.198 4.821  0.327
H17 -1.988 3.458 4.789  0.304
H18 -1.824 1.803 5.628  0.371